Molecular formula: C3H4O2S
Method: DFT, ωB97M-V/def2-TZVPD

Each line ends with the natural charge from an NBO analysis.
Geometry (Å):
O (0.77231, 2.09543, 0.70957)  -0.792
C (1.27271, 0.96718, 0.65197)  0.765
O (2.34807, 0.56483, 1.23149)  -0.856
C (0.66138, -0.19698, -0.21327)  -0.519
C (-0.90233, -0.09443, -0.30637)  -0.511
S (-1.84905, -1.52375, -0.97771)  -0.808
H (0.84412, -1.08050, 0.39636)  0.199
H (1.20380, -0.25144, -1.15505)  0.180
H (-1.12159, 0.17057, 0.73007)  0.170
H (-1.17985, 0.81292, -0.85902)  0.171

For the HOMO-LUMO gap, the calculation gives 5.5 eV. Its total charge is -2. Its total energy is -18105.2767 eV.

Molecular formula: C3H4O2S
Method: DFT, ωB97M-V/def2-TZVPD

Each line ends with the natural charge from an NBO analysis.
Geometry (Å):
C (0.25126, -1.47828, 0.42513)  0.624
C (-0.39454, -0.32017, 0.83100)  0.249
C (-1.43286, -0.01185, -0.25314)  -0.669
O (0.49234, -2.51882, -0.02024)  -0.390
O (-0.20924, 0.35914, 1.82712)  -0.514
S (4.17632, 0.17459, -0.00526)  -0.092
H (-1.07438, -0.24343, -1.25303)  0.224
H (-1.67206, 1.04463, -0.18080)  0.245
H (-2.33500, -0.59320, -0.06476)  0.230
H (5.03638, -0.01038, 0.98512)  0.093

For the HOMO-LUMO gap (alpha / beta), the calculation gives 9.7 / 5.6 eV. Its total charge is 0. Its total energy is -18102.3173 eV.

Molecular formula: C3H4O2S
Method: DFT, ωB97M-V/def2-TZVPD

Each line ends with the natural charge from an NBO analysis.
Geometry (Å):
C (-0.10353, 0.24615, 0.26692)  -0.087
C (-0.66625, -1.13868, -0.12500)  0.402
C (1.37163, 0.45174, -0.18737)  -0.252
H (-1.81310, 1.20503, -0.00841)  0.496
H (-0.05440, 0.32713, 1.38201)  0.224
H (-0.02134, -1.97571, -0.35248)  0.156
H (1.41783, 1.40945, -0.68829)  0.208
O (-0.87175, 1.37056, -0.15923)  -0.707
O (-1.90632, -1.34468, -0.09503)  -0.515
S (2.64723, -0.55097, -0.03311)  0.075

For the HOMO-LUMO gap, the calculation gives 8.5 eV. Its total charge is 0. Its total energy is -18104.2108 eV.

Molecular formula: C3H4O2S
Method: DFT, ωB97M-V/def2-TZVPD

Each line ends with the natural charge from an NBO analysis.
Geometry (Å):
C (-0.64839, 0.27031, 0.23277)  0.179
C (0.47114, -0.20549, -0.10822)  -0.424
C (-1.98647, 0.18484, 0.73654)  -0.689
O (2.00717, -0.11710, -2.18053)  -0.899
O (2.65568, -1.38483, -0.16789)  -0.926
S (2.03007, -0.21693, -0.73356)  2.019
H (-2.77818, 0.61727, -0.08474)  0.242
H (-2.28388, -0.76894, 0.97280)  0.254
H (-2.11535, 0.80973, 1.52357)  0.243
H (2.64820, 0.81113, -0.19074)  0.000

For the HOMO-LUMO gap, the calculation gives 10.3 eV. Its total charge is 0. Its total energy is -18101.8819 eV.

Summary of energy relative to the best compared isomer or geometry (same formula, charge and spin) in eV
0.2492 3.7480 1.8545 4.1834
(order as listed above)